[1]
# C45H45BrF5N3O8PSSeTa

A structure of composition C45H45BrF5N3O8PSSeTa in a non-equilibrium geometry (ωB97M-V with the def2-TZVPD basis set, OMol25).

Computed properties:
* LUMO: -0.0417 hartree
* orbital gap: 6.9133 eV
* energy above the lowest of the compared OMol25 structures with the same formula, charge and spin: 150.7 kJ/mol

Last column: Mulliken charge in e.
Cartesian coordinates (Å):
1 Ta -0.65 -0.46 -1.08  0.11
2 O 3.34 -0.78 -2.23  -0.46
3 C 3.30 -0.08 -3.39  0.07
4 C 4.25 -0.40 -4.36  -0.63
5 C 4.28 0.27 -5.56  -0.45
6 C 3.35 1.28 -5.83  -1.13
7 C 2.40 1.59 -4.88  -0.03
8 C 2.36 0.93 -3.65  0.24
9 C 1.30 1.37 -2.67  -1.03
10 O 0.87 0.32 -1.81  2.51
11 N 1.86 2.41 -1.83  -0.05
12 N 1.08 2.79 -0.78  0.06
13 C 1.19 3.98 -0.34  -0.67
14 C 0.45 4.43 0.85  0.82
15 Br -0.18 3.04 1.95  -0.04
16 C 0.25 5.73 1.05  -0.88
17 C -0.46 6.46 2.10  0.73
18 C -1.04 7.69 1.76  -0.51
19 C -1.72 8.45 2.70  -0.54
20 C -1.82 8.00 4.01  -0.39
21 C -1.24 6.79 4.36  -0.68
22 C -0.56 6.03 3.43  -0.42
23 H 2.52 -0.65 -1.73  -0.09
24 H 4.94 -1.19 -4.14  0.47
25 H 5.02 0.00 -6.30  0.39
26 H 3.36 1.80 -6.78  0.43
27 H 1.65 2.34 -5.09  0.48
28 H 0.41 1.67 -3.24  0.20
29 H 2.29 3.16 -2.36  0.44
30 H 1.84 4.72 -0.81  0.30
31 H 0.65 6.37 0.27  0.31
32 H -0.95 8.05 0.74  0.35
33 H -2.16 9.39 2.41  0.37
34 H -2.35 8.59 4.74  0.37
35 H -1.30 6.44 5.39  0.38
36 H -0.10 5.10 3.72  0.44
37 C -4.41 -2.03 1.58  -1.40
38 C -3.23 -1.88 2.53  1.27
39 C -3.53 -0.85 3.61  -1.45
40 C -2.83 -3.21 3.14  -1.32
41 O -2.11 -1.43 1.64  0.10
42 P -0.80 -0.72 2.16  -0.05
43 O -0.97 0.42 3.06  -0.97
44 O -0.15 -0.33 0.75  1.70
45 O 0.09 -1.90 2.71  0.04
46 C 1.29 -1.68 3.55  1.66
47 C 0.82 -1.35 4.96  -1.87
48 C 2.02 -3.01 3.52  -1.52
49 C 2.14 -0.56 2.96  -1.38
50 H -5.29 -2.31 2.16  0.46
51 H -4.22 -2.81 0.85  0.32
52 H -4.61 -1.09 1.07  0.14
53 H -4.46 -1.16 4.09  0.51
54 H -3.67 0.15 3.19  0.04
55 H -2.75 -0.81 4.36  0.36
56 H -3.65 -3.57 3.77  0.49
57 H -1.94 -3.10 3.77  0.12
58 H -2.63 -3.95 2.38  0.24
59 H 0.23 -2.18 5.37  0.34
60 H 0.21 -0.45 4.97  0.31
61 H 1.68 -1.20 5.61  0.49
62 H 1.36 -3.82 3.83  0.30
63 H 2.87 -2.97 4.20  0.49
64 H 2.40 -3.22 2.52  0.20
65 H 1.64 0.41 3.05  0.31
66 H 2.34 -0.75 1.91  0.11
67 H 3.09 -0.52 3.50  0.56
68 C 0.60 -4.31 0.26  -0.84
69 C 1.53 -3.24 -0.22  -0.17
70 O 1.12 -2.15 -0.59  0.12
71 C 2.99 -3.52 -0.23  1.07
72 C 3.45 -4.81 -0.47  -0.75
73 C 4.82 -5.06 -0.48  -0.71
74 C 5.71 -4.04 -0.20  -0.52
75 C 5.25 -2.75 0.06  -1.27
76 C 3.89 -2.49 0.03  0.51
77 H -0.25 -3.85 0.76  -0.69
78 H 1.10 -5.01 0.93  0.59
79 H 0.22 -4.87 -0.60  0.54
80 H 2.76 -5.61 -0.68  0.44
81 H 5.18 -6.06 -0.69  0.43
82 H 6.77 -4.24 -0.19  0.42
83 H 5.94 -1.96 0.27  0.45
84 H 3.52 -1.49 0.22  0.05
85 Se -2.02 1.61 -1.08  -0.27
86 C -3.74 1.21 -0.29  0.35
87 C -4.75 0.68 -1.08  -0.48
88 C -6.03 0.55 -0.56  -0.64
89 C -6.30 0.97 0.73  -0.63
90 C -5.29 1.50 1.52  -0.22
91 C -4.00 1.62 1.01  -0.49
92 H -4.53 0.36 -2.09  0.50
93 H -6.82 0.13 -1.18  0.40
94 H -7.31 0.88 1.13  0.37
95 H -5.50 1.82 2.53  0.38
96 H -3.21 2.05 1.61  0.33
97 S -2.14 -2.32 -1.79  -0.48
98 C -2.34 -3.57 -0.66  0.56
99 N -2.54 -4.49 0.00  -0.62
100 F 1.61 -1.40 -7.75  -0.38
101 C 0.92 -1.19 -6.63  0.84
102 C 1.22 -1.88 -5.47  -0.15
103 F 2.21 -2.78 -5.47  -0.42
104 C 0.51 -1.64 -4.31  0.26
105 F 0.86 -2.33 -3.21  -0.11
106 C -0.51 -0.70 -4.23  -0.31
107 O -1.16 -0.36 -3.13  -0.44
108 C -0.81 -0.03 -5.43  0.30
109 F -1.77 0.90 -5.42  -0.38
110 C -0.11 -0.26 -6.60  0.35
111 F -0.41 0.43 -7.70  -0.35


[2]
# C45H45F5N10ORbS3Sb2Te

A structure of composition C45H45F5N10ORbS3Sb2Te in a non-equilibrium geometry (ωB97M-V with the def2-TZVPD basis set, OMol25).

Computed properties:
* charge: -2
* LUMO (alpha / beta): 0.1327 / 0.1323 hartree
* 2S+1: 2
* orbital gap (alpha / beta): 4.5509 / 6.6343 eV
* ⟨S²⟩: 0.775
* energy above the lowest of the compared OMol25 structures with the same formula, charge and spin: 0.0 kJ/mol

Last column: Löwdin spin population.
Cartesian coordinates (Å):
1 Rb 2.10 -0.22 -0.09  0.00
2 C -3.48 1.22 -0.57  0.02
3 C -2.33 0.54 -0.22  0.00
4 N -1.20 1.16 0.14  0.02
5 C -1.23 2.49 0.19  0.01
6 C -2.35 3.16 -0.36  0.00
7 N -3.47 2.54 -0.71  0.01
8 C -0.13 3.20 0.89  0.05
9 C -0.35 4.49 1.31  0.04
10 C 0.59 5.16 2.14  0.14
11 C 1.70 4.36 2.53  0.07
12 C 1.84 3.08 2.06  0.04
13 N 0.98 2.48 1.20  0.21
14 C 2.97 2.22 2.55  0.00
15 C 4.04 2.72 3.30  0.00
16 N 5.00 1.95 3.80  0.00
17 C 4.91 0.64 3.55  0.01
18 C 3.87 0.14 2.79  0.00
19 N 2.91 0.92 2.30  0.01
20 C 0.40 6.51 2.59  0.08
21 C -0.70 7.32 2.20  0.06
22 C -0.82 8.61 2.65  0.01
23 N 0.05 9.23 3.48  0.11
24 C 1.09 8.47 3.85  0.01
25 C 1.31 7.17 3.45  0.06
26 H -4.41 0.69 -0.78  0.00
27 H -2.31 -0.55 -0.23  0.00
28 H -2.32 4.23 -0.51  0.00
29 H -1.28 4.98 1.06  0.00
30 H 2.42 4.75 3.24  0.01
31 H 4.14 3.78 3.50  0.00
32 H 5.68 0.00 3.94  0.00
33 H 3.80 -0.93 2.58  0.00
34 H -1.46 6.94 1.53  0.01
35 H -1.68 9.21 2.34  0.00
36 H 1.81 8.95 4.51  0.00
37 H 2.20 6.66 3.82  0.01
38 S -0.60 -6.53 -0.44  0.00
39 Sb 1.53 -5.83 -0.09  0.00
40 S 1.57 -3.35 0.01  0.00
41 S 1.39 -4.32 1.88  0.00
42 C -1.43 -1.07 2.88  0.00
43 N -0.06 -0.63 3.15  0.00
44 C 0.55 -1.58 4.08  0.00
45 N -0.19 -1.68 5.35  0.00
46 C -1.56 -2.10 5.03  0.00
47 N -2.24 -1.16 4.12  0.00
48 C -2.24 0.17 4.75  0.00
49 N -0.88 0.65 5.06  0.00
50 C -0.11 0.69 3.80  0.00
51 C -0.24 -0.34 5.94  0.00
52 H -1.41 -2.05 2.40  0.00
53 H -1.91 -0.35 2.21  0.00
54 H 1.57 -1.26 4.29  0.00
55 H 0.59 -2.56 3.61  0.00
56 H -2.14 -2.17 5.95  0.00
57 H -1.53 -3.08 4.56  0.00
58 H -2.81 0.11 5.68  0.00
59 H -2.72 0.88 4.08  0.00
60 H 0.90 1.02 4.01  0.00
61 H -0.58 1.40 3.11  0.00
62 H -0.80 -0.39 6.88  0.00
63 H 0.77 -0.01 6.16  0.00
64 C -1.87 1.40 -3.69  0.00
65 C -1.46 0.55 -4.88  0.00
66 C -1.73 1.00 -6.17  0.00
67 C -1.37 0.25 -7.29  0.00
68 C -0.73 -0.97 -7.12  0.00
69 C -0.45 -1.43 -5.83  0.00
70 C -0.83 -0.69 -4.71  0.00
71 Sb -0.33 -1.40 -2.72  0.00
72 C -2.13 -2.45 -2.10  0.00
73 C -1.93 -3.09 -0.87  0.00
74 C -2.96 -3.80 -0.25  0.00
75 C -4.21 -3.84 -0.84  0.00
76 C -4.42 -3.19 -2.05  0.00
77 C -3.40 -2.50 -2.71  0.00
78 C -3.73 -1.86 -4.04  0.00
79 C 0.93 -3.01 -3.37  0.00
80 C 2.29 -2.68 -3.26  0.00
81 C 3.28 -3.63 -3.46  0.00
82 C 2.91 -4.93 -3.78  0.00
83 C 1.57 -5.26 -3.93  0.00
84 C 0.55 -4.31 -3.73  0.00
85 C -0.88 -4.75 -3.90  0.00
86 H -2.41 2.29 -4.00  0.00
87 H -1.00 1.71 -3.11  0.00
88 H -2.52 0.84 -3.01  0.00
89 H -2.22 1.96 -6.30  0.00
90 H -1.60 0.62 -8.28  0.00
91 H -0.44 -1.56 -7.98  0.00
92 H 0.07 -2.37 -5.71  0.00
93 H -0.96 -3.07 -0.40  0.00
94 H -2.75 -4.33 0.68  0.00
95 H -5.02 -4.38 -0.36  0.00
96 H -5.40 -3.24 -2.52  0.00
97 H -4.69 -2.25 -4.41  0.00
98 H -2.98 -2.06 -4.79  0.00
99 H -3.83 -0.78 -3.95  0.00
100 H 2.59 -1.67 -3.01  0.00
101 H 4.33 -3.35 -3.34  0.00
102 H 3.67 -5.69 -3.92  0.00
103 H 1.29 -6.27 -4.18  0.00
104 H -0.96 -5.57 -4.61  0.00
105 H -1.51 -3.93 -4.24  0.00
106 H -1.28 -5.11 -2.94  0.00
107 F 6.71 0.38 -1.84  0.00
108 Te 5.43 -0.67 -0.97  0.00
109 F 6.73 -0.72 0.35  0.00
110 F 4.47 -0.27 -2.54  0.00
111 F 4.89 1.02 -0.34  0.00
112 F 6.32 -2.02 -1.86  0.00
113 O 4.19 -1.65 -0.18  0.00


Q: Among the records above, which one has the highest energy above the lowest of the compared OMol25 structures with the same formula, charge and spin?
A: C45H45BrF5N3O8PSSeTa


Q: The lowest energy above the lowest of the compared OMol25 structures with the same formula, charge and spin belongs to which entry?
A: C45H45F5N10ORbS3Sb2Te


Q: Which formula does entry 1 have?
A: C45H45BrF5N3O8PSSeTa